No. 1
Here is 2 unconnected molecules or ions with the total composition C6H8N2O2 at a distorted geometry from OMol25. Energies are from wB97M-V/def2-TZVPD.

Its multiplicity is 1. Its structure (SMILES) is O=c1cc[nH]c(=O)[nH]1.C=C. As for the energy above the lowest of the compared OMol25 structures with the same formula, charge and spin: 153.4 kJ/mol. The LUMO energy comes out at 0.373 eV. The max |F| is 5.3 eV/A. As for the HOMO energy: -9.624 eV. The calculation puts the HOMO-LUMO gap at 10.0 eV.

Each line ends with the Löwdin charge.
Cartesian coordinates (Å):
O 3.08176 -0.69923 -0.77225  0.04
C 2.10485 -0.56095 -0.03106  -0.51
C 1.94966 0.57836 0.89156  0.04
C 0.65379 0.63277 1.41363  -0.07
N -0.23715 -0.38881 1.42492  0.10
C 0.05693 -1.56611 0.82828  -0.52
O -0.62711 -2.57203 0.87891  0.08
N 1.15860 -1.51300 -0.06232  0.20
H 2.67124 1.39221 0.79295  0.12
H 0.24337 1.53174 2.01269  0.15
H -0.93481 -0.45831 2.11064  0.15
H 1.40966 -2.39963 -0.54393  0.19
C -1.94810 1.64707 -1.49319  -0.06
C -1.75702 0.28664 -1.43538  -0.03
H -2.17884 2.03914 -2.45948  0.02
H -2.20401 2.49558 -0.77399  0.07
H -1.98802 -0.24136 -2.27436  0.01
H -1.45479 -0.20410 -0.50763  0.02

No. 2
Here is a single C20H34N6O2 molecule from OMol25. Energies are from wB97M-V/def2-TZVPD.

Its multiplicity is 1. Its structure (SMILES) is CC1=CC[C@H](C(=O)N(C)CC[C@H](C)NC(=O)c2cn(CCN(C)C)nn2)CC1. As for the energy above the lowest of the compared OMol25 structures with the same formula, charge and spin: 107.5 kJ/mol. The LUMO energy comes out at 0.291 eV. The max |F| is 0.3 eV/A. As for the HOMO energy: -8.882 eV. The calculation puts the HOMO-LUMO gap at 9.2 eV.

Each line ends with the Löwdin charge.
Cartesian coordinates (Å):
C -2.20245 4.99718 4.54029  -0.06
C -2.60653 3.59477 4.19248  -0.30
C -3.80599 3.29882 3.70101  -0.05
C -4.24313 1.91778 3.30220  -0.13
C -3.04977 0.97512 3.14317  -0.24
C -3.53178 -0.46311 3.04594  -0.43
O -4.26928 -0.90955 3.91319  0.05
N -3.09982 -1.23295 2.00518  -0.09
C -3.62842 -2.58255 1.88525  -0.04
C -2.29455 -0.74168 0.88810  -0.14
C -0.81741 -0.49091 1.19041  -0.12
C 0.05275 -1.75218 1.18680  -0.36
C -0.00145 -2.50628 2.50737  -0.04
N 1.44179 -1.40616 0.91367  0.09
C 1.84461 -1.09207 -0.35141  -0.45
O 1.07159 -1.03039 -1.28596  0.08
C 3.29303 -0.77647 -0.47309  -0.20
C 4.15125 -0.25579 0.46380  -0.01
N 5.32131 -0.14115 -0.18911  -0.13
C 6.58599 0.40728 0.26731  -0.11
C 6.48834 1.89965 0.54723  -0.20
N 5.68564 2.19311 1.72478  -0.29
C 5.15674 3.54624 1.68037  -0.10
C 6.43489 1.98004 2.95141  -0.10
N 5.19692 -0.56323 -1.45692  0.05
N 3.97884 -0.94384 -1.63408  0.08
C -2.13205 1.11950 4.35986  -0.14
C -1.56512 2.53174 4.43173  -0.15
H -1.30762 5.29094 3.98418  0.08
H -2.99438 5.71018 4.31357  0.07
H -1.95705 5.08081 5.60233  0.08
H -4.52695 4.09995 3.56706  0.11
H -4.92232 1.49810 4.04946  0.12
H -4.80842 1.96690 2.36694  0.12
H -2.49389 1.27618 2.25490  0.13
H -4.03908 -2.88846 2.84204  0.09
H -4.42006 -2.62808 1.13208  0.10
H -2.83552 -3.27111 1.58958  0.08
H -2.37206 -1.48027 0.08915  0.13
H -2.74025 0.17210 0.48990  0.12
H -0.44094 0.16425 0.40259  0.12
H -0.69293 0.03535 2.13963  0.10
H -0.28866 -2.39805 0.37197  0.14
H -1.02777 -2.74199 2.78136  0.07
H 0.56405 -3.43810 2.45439  0.08
H 0.41404 -1.89100 3.31052  0.08
H 2.14198 -1.64966 1.59338  0.13
H 4.02858 0.08085 1.47728  0.12
H 6.91393 -0.14461 1.14827  0.12
H 7.29485 0.21587 -0.53574  0.12
H 7.50649 2.31284 0.63650  0.13
H 6.02381 2.37320 -0.31949  0.13
H 4.53042 3.72283 2.55483  0.08
H 5.95173 4.30894 1.67014  0.09
H 4.54269 3.67493 0.78940  0.09
H 5.78762 2.15012 3.81157  0.09
H 6.80130 0.95515 3.00977  0.07
H 7.30109 2.65675 3.03132  0.09
H -2.72145 0.89938 5.25282  0.13
H -1.32156 0.38629 4.32414  0.11
H -0.75706 2.65725 3.69920  0.12
H -1.10436 2.69787 5.41047  0.12

No. 3
Here is 2 unconnected molecules or ions with the total composition H4O2 at a distorted geometry from OMol25. Energies are from wB97M-V/def2-TZVPD.

Its multiplicity is 2. As for the charge: -1. Its expectation value of S² is 0.751. As for the energy above the lowest of the compared OMol25 structures with the same formula, charge and spin: 10.8 kJ/mol. The LUMO energy (spin up / spin down) comes out at 4.792 / 4.749 eV. The max |F| is 1.7 eV/A. As for the HOMO energy (spin up / spin down): 1.174 / -6.447 eV. The calculation puts the HOMO-LUMO gap (spin up / spin down) at 3.6 / 11.2 eV.

Each line ends with the Löwdin charge.
Cartesian coordinates (Å):
O 1.44111 -0.00363 1.10305  -0.24
H 1.95181 -0.04851 0.29470  -0.01
H 0.57331 0.28725 0.82282  -0.05
O -0.96301 -0.06948 -0.58672  -0.49
H -1.75339 0.35522 -0.25327  -0.11
H -1.24983 -0.52085 -1.38058  -0.11

No. 4
Here is 2 unconnected molecules or ions with the total composition C2H3F2O3S at a distorted geometry from OMol25. Energies are from wB97M-V/def2-TZVPD.

Its multiplicity is 1. As for the charge: -1. As for the energy above the lowest of the compared OMol25 structures with the same formula, charge and spin: 0.0 kJ/mol. The LUMO energy comes out at 3.756 eV. The max |F| is 3.5 eV/A. As for the HOMO energy: -5.627 eV. The calculation puts the HOMO-LUMO gap at 9.4 eV.

Each line ends with the Löwdin charge.
Cartesian coordinates (Å):
C 1.83135 -0.54603 0.12228  0.02
C 2.05520 0.73327 -0.09203  -0.19
O -2.89563 -0.68934 -1.32500  -0.39
O -3.45729 0.16506 0.83446  -0.33
O -1.37167 0.90256 -0.24479  -0.36
F -1.59843 -1.34095 0.80541  -0.30
F 3.18254 1.55865 0.07707  -0.08
S -2.39933 -0.09685 -0.05578  0.42
H 2.54442 -1.25995 0.47087  0.05
H 0.85023 -0.89329 -0.14335  0.04
H 1.25861 1.46685 -0.44914  0.12

- The lowest energy above the lowest of the compared OMol25 structures with the same formula, charge and spin belongs to which entry?
  C2H3F2O3S

- The lowest max |F| belongs to which entry?
  C20H34N6O2

- Which formula does entry 1 have?
  C6H8N2O2

- Look up the max |F| of the first one.
  5.3 eV/A